[1]
Entry from the Open Molecules 2025 dataset: an isolated molecule of C15H18N2O4S2 (ωB97M-V/def2-TZVPD).

XYZ file:
```
41
C15H18N2O4S2 | the Open Molecules 2025 dataset | ωB97M-V/def2-TZVPD
C -3.99502 -1.92229 -0.17479
S -4.87186 -0.50925 0.53909
O -6.20507 -0.47132 0.02703
O -4.66541 -0.50695 1.95151
N -4.10859 0.79998 -0.16082
C -2.75982 1.10040 -0.05410
C -2.12800 1.85918 -1.03941
C -0.78808 2.15933 -0.92465
C -0.03921 1.70395 0.15880
C 1.40000 2.08324 0.19180
O 1.84055 3.00025 -0.47795
N 2.18960 1.35605 1.02075
C 3.60562 1.60224 1.11503
C 4.42606 0.58454 0.32995
S 4.29663 -1.09323 1.05754
C 3.62433 -2.05772 -0.36236
C 2.17443 -1.85286 -0.56304
C 1.46895 -0.98629 -1.35029
C 0.10007 -1.26631 -1.11903
C 0.07565 -2.27226 -0.20441
O 1.32209 -2.63162 0.13793
C -0.68006 0.96328 1.14856
C -2.02389 0.66171 1.04547
H -4.25596 -1.98350 -1.22251
H -2.93314 -1.76360 -0.03843
H -4.32153 -2.80910 0.35211
H -4.59580 1.15788 -0.96565
H -2.69776 2.21670 -1.88492
H -0.28937 2.75370 -1.67516
H 1.84483 0.50980 1.44337
H 3.77856 2.59848 0.69798
H 3.90760 1.58824 2.16627
H 4.07627 0.52503 -0.69814
H 5.47998 0.86022 0.34649
H 3.82385 -3.09473 -0.09612
H 4.19602 -1.77916 -1.24524
H 1.86474 -0.24695 -2.01613
H -0.73708 -0.77892 -1.57431
H -0.72704 -2.80625 0.26434
H -0.14726 0.63592 2.02880
H -2.52588 0.11220 1.82462
```

## Properties
energy above the lowest of the compared OMol25 structures with the same formula, charge and spin = 5.0 kcal per mole
highest occupied orbital energy = -8.62 eV
HOMO-LUMO gap = 0.33390 hartree
LUMO level = 0.5 eV
structure (SMILES) = CS(=O)(=O)Nc1ccc(C(=O)NCCSCc2ccco2)cc1
max |F| = 0.99 eV/A
E_tot = -1789.23930 hartree
charge = 0

For reference, the Löwdin charges in units of e are: number 1, C, carries -0.104; number 2, S, carries 0.598; number 3, O, carries -0.295; number 4, O, carries -0.287; number 5, N, carries -0.064; number 6, C, carries -0.295; number 7, C, carries -0.014; number 8, C, carries -0.013; number 9, C, carries -0.151; number 10, C, carries -0.459; number 11, O, carries 0.060; number 12, N, carries 0.061; number 13, C, carries -0.247; number 14, C, carries -0.443; number 15, S, carries 0.868; number 16, C, carries -0.386; number 17, C, carries -0.362; number 18, C, carries -0.026; number 19, C, carries -0.068; number 20, C, carries -0.121; number 21, O, carries 0.044; number 22, C, carries -0.017; number 23, C, carries -0.027; number 24, H, carries 0.069; number 25, H, carries 0.033; number 26, H, carries 0.071; number 27, H, carries 0.123; number 28, H, carries 0.114; number 29, H, carries 0.122; number 30, H, carries 0.112; number 31, H, carries 0.121; number 32, H, carries 0.117; number 33, H, carries 0.076; number 34, H, carries 0.070; number 35, H, carries 0.082; number 36, H, carries 0.088; number 37, H, carries 0.118; number 38, H, carries 0.100; number 39, H, carries 0.114; number 40, H, carries 0.119; number 41, H, carries 0.098


[2]
Entry from the Open Molecules 2025 dataset: a structure of composition C18H18F6N3O7PS2W at a distorted geometry (ωB97M-V/def2-TZVPD).

XYZ file:
```
56
C18H18F6N3O7PS2W | the Open Molecules 2025 dataset | ωB97M-V/def2-TZVPD
W 0.04167 -0.52305 0.11801
F 0.34085 -1.37872 5.07029
C -0.60131 -1.95700 4.32971
F -0.61342 -3.25739 4.59226
F -1.77857 -1.44321 4.69312
S -0.28089 -1.61673 2.51558
O -0.00318 -0.20741 2.49463
O -1.45028 -2.05772 1.81556
N 0.96802 -2.53984 2.33205
S 1.51797 -3.00215 0.94622
O 1.83758 -1.90349 0.05632
O 2.50437 -4.00565 1.08221
C 0.06769 -3.81567 0.04284
F 0.54153 -4.52653 -0.97399
F -0.76928 -2.89055 -0.47959
F -0.63363 -4.61979 0.82932
C 0.19243 -0.34862 -1.79669
C 0.62441 -0.19474 -3.08607
C 1.85735 -0.83463 -3.41698
C 2.41539 -0.68372 -4.66224
C 1.80023 0.09802 -5.63814
C 0.58952 0.71448 -5.34326
C -0.00032 0.56346 -4.10966
H 2.33001 -1.43231 -2.64964
H 3.34862 -1.18147 -4.88530
H 2.25095 0.21392 -6.61381
H 0.09898 1.32078 -6.09214
H -0.95023 1.02656 -3.89590
N 5.07432 0.66476 3.47290
C 4.26087 1.06027 2.76584
C 3.25119 1.55292 1.91192
C 3.10406 2.93762 1.64387
C 2.07384 3.29872 0.78915
C 1.22987 2.34481 0.26252
N 1.34543 1.01043 0.54920
C 2.36989 0.65518 1.34215
H 3.77752 3.65868 2.07412
H 1.92788 4.33617 0.53145
H 0.42286 2.59882 -0.40896
H 2.50185 -0.40180 1.55421
C -2.45069 1.81766 -1.71901
O -2.68927 1.73238 -0.32440
P -2.12908 0.42546 0.46634
O -3.17668 -0.71768 0.11529
C -4.57592 -0.58436 0.40002
O -2.59841 0.88855 1.92235
C -2.08739 2.11373 2.44454
H -2.95325 2.72094 -2.06285
H -2.85688 0.94512 -2.23412
H -1.37441 1.87148 -1.89963
H -5.09337 -1.23006 -0.31017
H -4.90825 0.45008 0.28108
H -4.77612 -0.91221 1.42110
H -2.69826 2.35185 3.31353
H -2.17725 2.89501 1.69070
H -1.04079 1.99867 2.73215
```

## Properties
highest occupied orbital energy = -6.79 eV
HOMO-LUMO gap = 0.21703 hartree
LUMO level = -0.9 eV
max |F| = 6.85 eV/A
E_tot = -3191.55173 hartree
charge = 0

For reference, the Löwdin charges in units of e are: number 1, W, carries 1.036; number 2, F, carries 0.151; number 3, C, carries -0.654; number 4, F, carries 0.158; number 5, F, carries 0.151; number 6, S, carries 0.534; number 7, O, carries -0.344; number 8, O, carries -0.282; number 9, N, carries -0.269; number 10, S, carries 0.599; number 11, O, carries -0.391; number 12, O, carries -0.217; number 13, C, carries -0.637; number 14, F, carries 0.162; number 15, F, carries 0.059; number 16, F, carries 0.163; number 17, C, carries -0.122; number 18, C, carries -0.324; number 19, C, carries -0.035; number 20, C, carries -0.089; number 21, C, carries -0.089; number 22, C, carries -0.095; number 23, C, carries -0.045; number 24, H, carries 0.105; number 25, H, carries 0.103; number 26, H, carries 0.098; number 27, H, carries 0.102; number 28, H, carries 0.087; number 29, N, carries 0.181; number 30, C, carries -0.179; number 31, C, carries -0.188; number 32, C, carries 0.017; number 33, C, carries -0.040; number 34, C, carries -0.068; number 35, N, carries -0.120; number 36, C, carries -0.079; number 37, H, carries 0.121; number 38, H, carries 0.113; number 39, H, carries 0.111; number 40, H, carries 0.106; number 41, C, carries -0.138; number 42, O, carries -0.315; number 43, P, carries 0.618; number 44, O, carries -0.315; number 45, C, carries -0.086; number 46, O, carries -0.296; number 47, C, carries -0.098; number 48, H, carries 0.093; number 49, H, carries 0.090; number 50, H, carries 0.043; number 51, H, carries 0.090; number 52, H, carries 0.085; number 53, H, carries 0.090; number 54, H, carries 0.094; number 55, H, carries 0.079; number 56, H, carries 0.073


[3]
Entry from the Open Molecules 2025 dataset: a structure of composition C9H17Cl2CoNO2 at a distorted geometry (ωB97M-V/def2-TZVPD).

XYZ file:
```
32
C9H17Cl2CoNO2 | the Open Molecules 2025 dataset | ωB97M-V/def2-TZVPD
Co 0.59353 2.03509 2.36756
Cl 1.10561 3.21399 0.45487
Cl 1.57572 1.83298 4.14141
C 1.01901 -0.19775 -0.31986
H 1.75935 0.48181 -0.36152
H 1.18917 -0.73174 0.52521
C -0.45216 -0.52830 -1.16570
C 0.91509 -1.03100 -1.57581
H -1.19499 -1.22148 -0.78425
C 1.64143 -0.53118 -2.73311
H 1.05311 -2.11492 -1.28470
C 1.35417 1.00544 -2.79153
H 2.64576 -0.60673 -2.39098
H 1.60644 -0.96745 -3.72693
C -0.10913 1.23017 -3.03094
H 1.49950 1.42706 -1.78949
H 2.02191 1.50963 -3.47289
C -1.00190 0.70428 -1.88602
H -0.31906 2.31426 -3.17393
H -0.39916 0.71684 -3.96781
H -0.86918 1.37685 -1.01299
H -2.03826 0.59571 -2.20880
N -1.61871 -1.94888 3.61599
C -0.69424 -1.00000 2.88245
C -1.65203 0.09898 2.36838
O -2.79253 -0.34751 2.12821
O -1.19942 1.25908 2.23335
H -1.67441 -1.59050 4.57428
H -1.23410 -2.91318 3.61936
H -2.55908 -1.85691 3.10430
H 0.06361 -0.66021 3.59626
H -0.23505 -1.55441 2.06561
```

## Properties
highest occupied orbital energy (alpha / beta) = -0.67 / -6.39 eV
spin multiplicity = 5
HOMO-LUMO gap (alpha / beta) = 0.13942 / 0.34117 hartree
LUMO level (alpha / beta) = 3.1 / 2.9 eV
⟨S²⟩ = 6.009
max |F| = 5.52 eV/A
E_tot = -2861.50547 hartree
charge = -1

For reference, the Löwdin charges in units of e are: number 1, Co, carries 0.112; number 2, Cl, carries -0.128; number 3, Cl, carries -0.039; number 4, C, carries -0.067; number 5, H, carries 0.022; number 6, H, carries 0.033; number 7, C, carries -0.098; number 8, C, carries -0.338; number 9, H, carries 0.118; number 10, C, carries -0.162; number 11, H, carries 0.144; number 12, C, carries -0.206; number 13, H, carries 0.100; number 14, H, carries 0.110; number 15, C, carries -0.211; number 16, H, carries 0.053; number 17, H, carries 0.104; number 18, C, carries -0.172; number 19, H, carries 0.115; number 20, H, carries 0.107; number 21, H, carries 0.089; number 22, H, carries 0.106; number 23, N, carries 0.015; number 24, C, carries -0.201; number 25, C, carries -0.659; number 26, O, carries -0.051; number 27, O, carries -0.141; number 28, H, carries 0.029; number 29, H, carries -0.014; number 30, H, carries 0.101; number 31, H, carries 0.058; number 32, H, carries 0.072


Which formula does entry 3 have? C9H17Cl2CoNO2


Among the records above, which one has the lowest charge? C9H17Cl2CoNO2


Among the records above, which one has the highest E_tot? C15H18N2O4S2


The highest E_tot belongs to which entry? C15H18N2O4S2